Density functional theory data (ωB97M-V with the def2-TZVPD basis set) for C3H6S2 in the gas phase at a distorted geometry.

The geometry in XYZ format:
```
11
Properties=species:S:1:pos:R:3:forces:R:3
C 0.14729 -0.25420 -1.11004 2.0 1.2 -0.2
C -1.13274 -0.25041 -0.36563 -1.5 -0.4 -4.3
S -0.93219 -0.25032 1.29318 1.2 0.5 3.8
C 0.80464 0.56613 1.42402 1.0 -5.0 -1.4
S 1.18440 1.00680 -0.25438 0.3 1.3 -1.1
H 0.73261 -1.17993 -1.06271 -0.5 0.0 -0.1
H -0.04231 0.05334 -2.16399 0.5 -0.2 0.7
H -1.79135 0.53887 -0.88959 0.7 -1.1 1.3
H -1.42048 -1.26657 -0.67730 -1.2 0.3 0.3
H 1.66109 -0.29152 1.66971 -2.6 2.1 0.1
H 0.78903 1.32781 2.13673 0.1 1.3 0.8
```
Forces are in eV/Å.

frontier orbital gap = 9.54 eV
highest occupied orbital energy = -8.67 eV
energy relative to the best compared isomer or geometry (same formula, charge and spin) = 27.0 kcal/mol

Density functional theory data (ωB97M-V with the def2-TZVPD basis set) for C7H16S2Si in the gas phase at a distorted geometry.

The geometry in XYZ format:
```
26
Properties=species:S:1:pos:R:3:forces:R:3
C -1.53523 -2.84357 0.27256 2.0 -3.3 0.6
C -2.22713 -1.68407 -0.19918 0.8 0.5 -0.7
C -1.69254 -0.49620 -0.05287 1.1 2.4 1.8
S -2.39023 1.00583 -0.65822 -0.1 -0.3 0.0
C -2.40023 1.91582 0.92502 -1.6 -2.7 0.8
S -0.14725 -0.18231 1.35758 -1.1 -0.4 -2.2
Si 1.46977 0.44592 -0.01673 -1.2 -0.1 -1.7
C 0.82695 2.01808 -0.99082 -1.5 -0.9 1.1
C 3.01189 0.83674 0.98836 -1.0 -3.5 1.6
C 1.81493 -1.00533 -1.27540 2.0 -0.1 1.7
H -0.86793 -2.63121 1.19188 -1.0 -0.5 -1.8
H -0.88865 -3.30389 -0.62778 -1.2 0.8 2.1
H -2.29481 -3.61009 0.55757 0.7 0.2 -0.2
H -3.04770 -1.88248 -0.86858 -0.5 0.5 0.0
H -3.21926 2.67744 0.83599 1.3 -0.3 0.3
H -1.34373 2.11640 1.10730 -0.6 0.9 0.4
H -2.72940 1.04234 1.67704 0.6 2.4 -1.3
H -0.17969 1.78181 -1.54590 2.3 0.5 0.8
H 0.51872 2.69097 -0.12610 0.5 -0.3 -1.2
H 1.61629 2.46049 -1.61395 -0.4 0.0 0.1
H 2.73171 1.25643 1.98173 0.3 -0.3 -0.7
H 3.48565 -0.26302 1.14094 -0.7 2.7 -0.1
H 3.67332 1.47630 0.48829 1.1 0.8 -0.7
H 1.84998 -2.03875 -0.70593 0.4 2.1 -1.2
H 1.14342 -1.13173 -2.09289 -0.8 0.2 -0.5
H 2.82117 -0.65193 -1.74990 -1.4 -1.2 0.8
```
Forces are in eV/Å.

frontier orbital gap = 8.76 eV
highest occupied orbital energy = -8.28 eV
energy relative to the best compared isomer or geometry (same formula, charge and spin) = 53.0 kcal/mol

Density functional theory data (ωB97M-V with the def2-TZVPD basis set) for C2H4F2 in the gas phase at a distorted geometry.

The geometry in XYZ format:
```
8
Properties=species:S:1:pos:R:3:forces:R:3
C -0.78360 -0.08666 -0.33946 2.0 0.4 -1.6
C 0.63302 0.11987 0.34001 -2.1 0.4 5.1
F 1.38038 1.22174 0.08086 -0.5 0.0 -1.4
F 1.31379 -0.96688 -0.00705 1.0 -0.6 0.0
H -1.39967 0.83252 -0.39222 0.4 -0.6 0.1
H -0.42973 -0.41429 -1.38734 -1.0 0.8 1.2
H -1.33584 -0.96868 0.04106 0.5 0.8 0.3
H 0.62166 0.26238 1.66414 -0.4 -1.1 -3.8
```
Forces are in eV/Å.

frontier orbital gap = 12.32 eV
highest occupied orbital energy = -11.19 eV
energy relative to the best compared isomer or geometry (same formula, charge and spin) = 23.3 kcal/mol

Density functional theory data (ωB97M-V with the def2-TZVPD basis set) for 2 unconnected molecules or ions with the total composition C7H13F3O6PS2 at a distorted geometry.

The geometry in XYZ format:
```
32
Properties=species:S:1:pos:R:3:forces:R:3
C 3.97986 0.76778 -0.30756 -0.6 0.4 -0.6
P 2.77829 -0.60946 0.06746 0.2 -0.5 1.4
C 2.88509 -1.98221 -1.19500 0.0 0.5 -0.2
C 1.02097 0.06249 0.15072 0.5 -0.6 -0.7
C -0.03479 -1.06098 0.39723 -0.3 -0.1 -0.6
C -0.86959 -1.51174 -0.84828 -0.4 0.6 0.3
C -0.67932 -0.67544 -2.13186 -0.8 -1.4 -0.1
O -0.82195 0.73441 -1.88009 2.1 -0.2 1.0
S 0.62466 1.20652 -1.23347 0.5 4.3 -0.5
O 0.41795 2.56126 -0.67377 -0.1 -2.8 -0.7
O 1.65730 1.19695 -2.29204 -1.7 -1.1 1.5
H 4.58803 0.97696 0.57948 -0.1 -0.3 -0.2
H 3.45848 1.70277 -0.56447 0.1 -0.3 0.0
H 4.61939 0.52687 -1.16864 -0.2 0.0 0.3
H 3.90559 -1.98655 -1.60715 -0.3 0.1 0.0
H 2.15501 -1.92995 -2.01286 0.3 0.0 0.1
H 2.77570 -2.92876 -0.65053 -0.2 0.3 -0.1
H 1.01920 0.69970 1.04572 0.0 0.2 -0.5
H 0.43203 -1.96610 0.81203 0.2 0.5 0.0
H -0.72588 -0.67933 1.15412 0.1 -0.1 -0.1
H -0.72908 -2.58090 -1.06520 0.2 0.3 -0.1
H -1.92781 -1.41240 -0.56030 0.3 0.0 -0.1
H -1.49292 -0.93900 -2.82049 0.3 0.2 0.1
H 0.26825 -0.90741 -2.63919 -0.1 0.3 0.1
C -4.01049 1.79234 1.77721 0.0 0.1 -0.1
F -5.16139 2.38039 2.12266 -0.3 0.0 0.3
F -4.28113 1.01720 0.71720 0.0 -0.4 -0.1
F -3.20190 2.76201 1.34281 0.3 0.1 0.0
S -3.26846 0.83260 3.17481 0.2 -0.5 1.1
O -4.28314 -0.15781 3.49697 0.2 0.4 -0.4
O -3.05044 1.82878 4.20987 -0.1 -0.1 -0.6
O -2.04751 0.27906 2.60262 -0.2 0.2 -0.3
```
Forces are in eV/Å.

frontier orbital gap = 8.52 eV
highest occupied orbital energy = -5.87 eV
charge = -1